The following is a DFT calculation (ωB97M-V with the def2-TZVPD basis set) of a cluster of 3 separate species, C5H15NO2 in total.

```
23
Properties=species:S:1:pos:R:3:forces:R:3:mulliken_charge:R:1
C -2.57336 -0.58749 -1.00906 2.00 -0.29 0.57 -1.291
C -1.04648 -0.11244 -1.06724 -2.52 1.69 0.41 -0.215
N -0.88506 0.87083 0.09563 3.00 -2.39 0.59 0.151
C -1.37726 0.34106 1.35122 1.49 4.57 -0.09 -0.963
C 0.42114 1.50060 -0.11564 -1.82 1.37 1.97 -0.458
C 1.77764 0.64929 -0.49629 0.32 -4.86 2.69 -0.479
O 1.69470 -0.36353 -1.31639 -0.78 0.68 -1.18 -0.607
H -2.72886 -1.20566 -0.07000 -0.07 0.67 -1.42 0.333
H -2.76661 -1.11418 -1.92815 -0.21 -0.60 -0.08 0.421
H -3.20325 0.30107 -1.02909 0.00 -0.04 0.29 0.324
H -0.87127 0.54289 -1.97876 0.06 -1.41 0.94 0.345
H -0.22309 -0.87721 -0.82954 -0.91 0.92 -0.92 0.388
H -0.79157 0.66832 2.28667 -0.19 -0.11 -1.60 0.375
H -2.34881 0.83267 1.55636 -0.55 -1.84 -0.57 0.362
H -0.30152 -0.87846 1.63840 3.21 -2.75 0.68 0.474
H 0.39191 2.15418 -1.00512 -0.47 -0.50 0.22 0.287
H 0.60191 2.16012 0.78135 0.23 -0.81 -0.94 0.365
H 2.06603 0.02197 0.47546 -0.36 2.29 -0.27 0.217
H 2.52476 1.37266 -0.66628 0.73 1.53 -0.59 0.380
H 1.08101 -1.21181 1.00626 1.46 0.38 -2.16 0.291
H 5.60334 -2.20682 1.47274 -0.22 -0.15 0.25 0.019
H 5.15520 -2.51197 1.99336 0.21 0.15 -0.25 -0.018
O 0.65482 -1.49768 1.77253 -4.61 1.49 1.49 -0.701
```
Positions in Å, forces in eV/Å.

Values from the calculation:
- net charge = 0
- HOMO-LUMO gap (eV) = 5.38



The following is a DFT calculation (ωB97M-V with the def2-TZVPD basis set) of a cluster of 2 separate species, C3H8N2O in total.

```
14
Properties=species:S:1:pos:R:3:forces:R:3:mulliken_charge:R:1
O -0.57241 2.84018 0.17079 0.12 0.13 0.71 -0.460
C -0.65898 2.86800 -1.02038 -0.29 -0.94 -1.13 0.196
C -1.65770 3.67547 -1.78635 -0.39 0.99 0.81 -0.870
H -0.02510 2.18666 -1.63445 0.11 0.20 0.06 0.298
H -1.99894 4.44341 -1.08893 0.14 0.30 -0.16 0.279
H -1.24620 4.13696 -2.68419 -0.05 -0.20 -0.01 0.289
H -2.59138 3.15213 -2.00306 0.36 -0.50 -0.28 0.268
N 1.82368 -2.70694 2.11384 0.42 -1.27 0.17 -0.284
C 1.00242 -3.42428 1.39835 -0.80 0.01 -0.81 0.236
N 1.11329 -3.94783 0.20632 0.20 0.01 0.44 -0.214
H 1.71791 -2.86865 3.10750 -0.17 0.68 0.24 0.314
H 2.79246 -2.60241 1.82807 -0.10 0.32 -0.29 0.312
H 0.00656 -3.68937 1.78488 0.25 -0.02 0.61 0.293
H 0.29438 -4.06333 -0.39240 0.20 0.28 -0.35 0.344
```
Positions in Å, forces in eV/Å.

Values from the calculation:
- net charge = +1
- 2S+1 = 2
- HOMO-LUMO gap (spin up / spin down) (eV) = 7.22 / 3.32
- ⟨S²⟩ = 0.75



The following is a DFT calculation (ωB97M-V with the def2-TZVPD basis set) of a structure of composition C32H29AuCl3O6Si.

```
72
Properties=species:S:1:pos:R:3:forces:R:3:mulliken_charge:R:1
Au -0.18130 -0.24810 0.32330 1.93 0.85 -1.21 1.418
C 2.77850 4.37530 -3.75820 -0.10 -0.51 0.30 -1.704
C 2.56290 2.87350 -3.58270 0.32 0.30 -0.71 1.639
C 3.08990 2.08990 -4.79660 -0.15 0.13 0.54 -1.838
O 1.17520 2.59830 -3.44750 0.02 0.06 -0.25 -0.460
C 0.95120 1.77100 -2.32810 -0.32 -0.34 0.62 0.386
C 2.38920 1.40010 -1.89280 -0.40 -0.49 0.18 -1.405
O 3.17860 2.45750 -2.39220 0.05 0.28 -0.03 -0.395
C 2.74600 0.93610 -0.44520 0.66 0.63 -0.77 3.654
O 1.89690 -0.04340 -0.07830 -1.74 -1.84 0.38 -0.837
C 4.11460 0.22450 -0.64330 -0.26 0.16 0.10 0.098
C 5.32220 0.87480 -0.45990 0.07 -0.13 -0.10 -0.365
C 6.50580 0.19640 -0.69430 0.22 0.07 -0.01 -0.940
C 6.49170 -1.11720 -1.12790 0.19 -0.01 -0.06 -0.584
C 5.28210 -1.76600 -1.30700 0.00 -0.06 -0.03 -0.885
C 4.09690 -1.10430 -1.04970 0.05 -0.03 0.00 -0.273
C 2.95990 1.98270 0.63590 -0.16 0.23 -0.06 -0.271
C 3.05080 1.50800 1.94130 -0.11 0.04 0.01 -1.131
C 3.34760 2.36280 2.98550 0.01 -0.07 0.06 -0.858
C 3.56210 3.71030 2.74270 0.03 0.18 0.08 -0.703
C 3.47560 4.18790 1.44800 0.10 0.12 0.04 -0.869
C 3.18710 3.33070 0.39730 0.02 -0.08 0.05 0.391
C -0.09850 2.39980 -1.31550 0.03 -0.30 -1.98 3.402
O 0.08940 1.91140 -0.06780 -0.54 -1.89 2.55 -1.268
C 0.03820 3.92300 -1.29340 0.10 -0.08 0.38 -0.804
C -0.24950 4.69260 -2.41600 0.01 0.13 0.00 0.319
C -0.20060 6.07370 -2.34540 -0.10 0.00 -0.14 -1.009
C 0.12520 6.70560 -1.15640 0.06 0.11 0.06 -0.563
C 0.42460 5.94190 -0.04190 0.01 0.19 0.07 -0.912
C 0.38140 4.56030 -0.11020 -0.12 -0.19 -0.05 -0.424
C -1.51170 2.04030 -1.82530 -0.25 0.24 0.07 0.020
C -2.55900 2.94560 -1.68700 -0.07 -0.01 -0.09 -0.293
C -3.83500 2.64540 -2.12980 -0.10 0.12 -0.04 -0.875
C -4.10890 1.41920 -2.70560 -0.03 -0.10 -0.04 -0.588
C -3.10150 0.47510 -2.76840 -0.12 -0.09 -0.07 -1.238
C -1.82620 0.78080 -2.32610 0.06 -0.10 0.02 -0.287
H 2.19310 4.72150 -4.60470 -0.01 0.10 -0.11 0.383
H 3.83290 4.57470 -3.92080 0.15 0.05 -0.09 0.451
H 2.45080 4.88850 -2.85840 -0.05 0.08 0.04 0.221
H 2.56250 2.41800 -5.68830 0.00 0.01 -0.11 0.398
H 2.90550 1.02890 -4.64850 0.02 -0.11 -0.05 0.380
H 4.15800 2.25540 -4.90260 0.13 0.02 -0.08 0.365
H 0.49030 0.84400 -2.67750 0.21 0.12 -0.01 -0.448
H 2.60880 0.49410 -2.48690 -0.03 0.17 0.16 0.371
H 5.35100 1.90340 -0.13470 -0.03 0.08 0.04 0.420
H 7.44520 0.70640 -0.53500 0.13 0.03 -0.02 0.420
H 7.42140 -1.63050 -1.32900 0.09 -0.06 0.02 0.383
H 5.25700 -2.79230 -1.64400 0.02 -0.12 0.02 0.422
H 3.15320 -1.62300 -1.12320 -0.05 0.05 0.01 0.176
H 2.89210 0.45510 2.12090 -0.03 -0.12 -0.01 0.514
H 3.42880 1.97710 3.99200 -0.02 -0.05 0.09 0.394
H 3.80370 4.38130 3.55710 -0.01 0.02 0.03 0.364
H 3.64320 5.23740 1.24480 0.00 0.08 -0.01 0.486
H 3.14610 3.71360 -0.60810 -0.02 0.04 -0.04 0.531
H -0.52360 4.21170 -3.34150 -0.06 0.00 -0.03 0.455
H -0.43610 6.66280 -3.22180 -0.01 0.02 -0.06 0.411
H 0.13200 7.78650 -1.10010 0.04 0.04 0.01 0.382
H 0.67680 6.42260 0.89270 0.04 0.04 0.09 0.442
H 0.59210 3.95200 0.75460 0.00 0.00 0.09 0.589
H -2.38300 3.90490 -1.22820 0.03 0.10 0.02 0.398
H -4.62070 3.37980 -2.02660 -0.07 0.08 0.03 0.396
H -5.09380 1.18570 -3.08560 -0.08 0.02 0.05 0.389
H -3.30960 -0.51170 -3.15850 0.03 -0.05 -0.01 0.450
H -1.09070 -0.01000 -2.36220 0.09 -0.04 -0.09 0.451
Cl -3.47810 1.29620 1.14240 0.34 0.07 0.01 -0.272
Si -2.38120 -0.45730 1.10640 -0.29 0.38 -0.35 0.333
Cl -3.55200 -1.67990 -0.04230 0.02 -0.34 -0.29 -0.271
Cl -2.69130 -1.18990 3.00720 0.47 -0.08 0.13 -0.301
O 1.91680 -2.97530 0.61120 0.13 0.43 0.31 -0.457
C 0.81580 -3.23350 0.18330 1.64 -2.34 0.16 -0.031
O -0.19980 -2.53220 -0.03730 -2.03 3.15 0.22 -0.458
H 0.61770 -4.32410 -0.08300 -0.14 0.62 -0.01 0.315
```
Positions in Å, forces in eV/Å.

Values from the calculation:
- net charge = -1
- HOMO-LUMO gap (spin up / spin down) (eV) = 6.21 / 6.21



Calculated total energy in eV, matching the order above: -11004.904; -8258.279; -95081.635
Maximum force in eV/Å, matching the order above: 5.565; 1.497; 3.752
ΔE to the lowest compared entry with this formula, charge and spin in kJ/mol, matching the order above: 872.4; 158.4; 191.1